(1)
ORCA calculation (ωB97M-V/def2-TZVPD) on a structure of composition C23H30BrNO4PdSb2.

DFT total energy (eV): -120615.0494
Strongest force on any atom (hartree/bohr): 0.0105
Relative energy (zero: lowest compared OMol25 entry of this formula, charge and spin) (kcal per mole): 22.69
LUMO (spin up / spin down) (eV): -0.938 / -0.936

Each line ends with the natural charge from an NBO analysis.
Cartesian coordinates (Å):
Pd (-0.02232, 0.06836, -1.32229)  0.707
C (5.11496, -1.25647, -2.04653)  -1.004
Sb (3.06194, -1.09180, -1.38501)  1.009
C (2.48863, -0.08889, -3.20940)  -0.997
C (3.46315, 0.74303, -0.26438)  -0.760
C (3.77360, 0.45918, 1.17256)  -0.035
C (5.04098, -0.02932, 1.49579)  -0.209
C (5.38654, -0.36643, 2.79250)  -0.212
C (4.45545, -0.20619, 3.80828)  -0.221
C (3.20178, 0.29374, 3.50619)  -0.205
C (2.83571, 0.63200, 2.20286)  -0.045
C (1.45776, 1.16111, 1.95586)  -0.793
Sb (0.06607, -0.32696, 1.16238)  1.498
C (0.97730, -2.05507, 1.97975)  -1.011
C (-1.56510, 0.08374, 2.43826)  -0.983
H (5.73984, -1.65519, -1.25016)  0.224
H (5.49377, -0.28171, -2.35108)  0.217
H (5.16585, -1.93863, -2.89374)  0.225
H (2.79717, 0.95747, -3.18400)  0.227
H (1.41770, -0.14069, -3.42093)  0.212
H (3.00844, -0.58973, -4.02615)  0.234
H (2.60600, 1.40157, -0.39714)  0.233
H (4.32445, 1.19630, -0.75820)  0.231
H (5.77022, -0.14300, 0.70208)  0.207
H (6.37659, -0.74492, 3.00884)  0.214
H (4.70749, -0.45704, 4.82973)  0.214
H (2.48099, 0.43867, 4.30328)  0.204
H (1.44720, 2.00941, 1.27374)  0.231
H (1.01223, 1.48526, 2.89804)  0.230
H (1.32227, -1.81678, 2.98410)  0.237
H (1.82828, -2.35138, 1.36918)  0.248
H (0.23759, -2.84934, 2.00416)  0.247
H (-1.25288, -0.13367, 3.45901)  0.221
H (-2.39609, -0.55055, 2.14220)  0.263
H (-1.84272, 1.12667, 2.32292)  0.252
Br (-7.76437, 1.48305, 1.10089)  0.033
C (-6.60946, 0.80693, -0.25043)  -0.106
C (-7.14300, 0.03690, -1.26992)  -0.239
C (-6.29133, -0.45109, -2.25118)  -0.210
C (-4.93470, -0.16929, -2.20757)  -0.179
C (-4.41420, 0.60382, -1.17721)  -0.153
C (-5.25885, 1.09434, -0.18939)  -0.156
C (-2.92513, 0.90751, -1.10856)  0.774
O (-2.51021, 1.54849, -0.12088)  -0.792
O (-2.22902, 0.46145, -2.05686)  -0.789
H (-8.20227, -0.17644, -1.29520)  0.224
H (-6.69547, -1.05453, -3.05329)  0.213
H (-4.25889, -0.53766, -2.96600)  0.236
H (-4.84231, 1.68647, 0.61207)  0.235
C (-1.03345, 4.22732, -0.50381)  -0.743
C (-0.30076, 3.02230, -0.83006)  0.523
N (0.26613, 2.06360, -1.09588)  -0.458
H (-1.18715, 4.82354, -1.40107)  0.266
H (-0.48755, 4.80677, 0.23837)  0.259
H (-1.99540, 3.89769, -0.10761)  0.310
C (-1.85347, -3.72186, -1.26404)  -0.705
C (-1.28029, -2.41571, -0.77561)  0.821
O (-1.59898, -1.95591, 0.32647)  -0.705
O (-0.45242, -1.84216, -1.56838)  -0.676
H (-2.92496, -3.73065, -1.07735)  0.241
H (-1.40724, -4.53393, -0.68987)  0.235
H (-1.64610, -3.86368, -2.32034)  0.232

(2)
ORCA calculation (ωB97M-V/def2-TZVPD) on an isolated molecule of CHF3N2 at a distorted geometry.

DFT total energy (eV): -12180.7303
Strongest force on any atom (hartree/bohr): 0.0729
Relative energy (zero: lowest compared OMol25 entry of this formula, charge and spin) (kcal per mole): 139.63
LUMO (eV): 0.708
SMILES: [H]/N=C(\F)N(F)F

Each line ends with the natural charge from an NBO analysis.
Cartesian coordinates (Å):
H (-2.25984, -0.12373, -0.56758)  0.394
N (-1.25663, 0.27888, -0.56131)  -0.674
C (-0.38698, -0.36096, 0.03235)  0.717
F (-0.44547, -1.34853, 0.83570)  -0.282
N (1.29062, -0.02121, -0.03796)  0.273
F (1.40382, 1.08693, -0.83133)  -0.223
F (1.65449, 0.48863, 1.13012)  -0.206